Record 1
A molecular structure, C35H15F15GeN2O4OsS. Source: the OMol25 dataset; level of theory: wB97M-V/def2-TZVPD.

Computed properties:
- Charge: 0
- Lowest unoccupied orbital energy: -0.0569 hartree
- E_HOMO: -8.43 eV

Geometry as XYZ:
```
74
C35H15F15GeN2O4OsS wB97M-V/def2-TZVPD
Os -1.383 0.854 0.115
C -2.282 1.817 4.325
O -1.743 0.552 4.723
C -2.070 -0.547 3.999
C -2.334 -1.710 4.701
C -2.669 -2.892 4.047
C -2.759 -2.909 2.675
C -2.470 -1.757 1.929
C -2.627 -1.837 0.496
N -2.415 -0.870 -0.330
N -2.663 -1.140 -1.666
C -2.224 -0.156 -2.390
O -1.701 0.919 -1.867
C -2.297 -0.228 -3.863
C -1.721 0.782 -4.627
C -1.771 0.715 -6.010
C -2.396 -0.357 -6.631
C -2.970 -1.366 -5.868
C -2.920 -1.306 -4.487
C -2.087 -0.573 2.590
O -1.785 0.550 1.941
H -2.279 2.431 5.223
H -3.304 1.707 3.958
H -1.673 2.283 3.554
H -2.282 -1.662 5.781
H -2.878 -3.784 4.620
H -3.052 -3.811 2.152
H -2.989 -2.769 0.071
H -1.235 1.610 -4.129
H -1.322 1.500 -6.604
H -2.436 -0.407 -7.712
H -3.456 -2.202 -6.353
H -3.359 -2.086 -3.879
C -2.587 3.557 -0.625
C -2.849 2.249 0.077
O -3.898 1.975 0.591
H -3.522 4.103 -0.735
H -2.129 3.371 -1.594
H -1.882 4.142 -0.031
F 4.996 1.433 1.160
C 4.146 1.421 2.195
C 2.798 1.160 2.009
C 2.001 1.176 3.142
F 0.691 0.931 3.022
C 2.499 1.429 4.406
F 1.701 1.431 5.468
C 3.853 1.682 4.554
F 4.355 1.928 5.756
C 4.682 1.679 3.445
F 5.982 1.924 3.589
Ge 1.951 0.849 0.274
S 0.332 2.332 -0.032
C 3.305 0.823 -1.140
C 4.234 -0.202 -1.103
F 4.234 -1.045 -0.056
C 5.185 -0.387 -2.086
F 6.066 -1.381 -2.015
C 5.213 0.492 -3.158
F 6.119 0.340 -4.115
C 4.306 1.535 -3.223
F 4.346 2.382 -4.249
C 3.368 1.688 -2.215
F 2.518 2.714 -2.316
C 1.107 -0.926 0.131
C 0.717 -1.355 -1.136
F 0.869 -0.543 -2.194
C 0.198 -2.615 -1.372
F -0.159 -2.990 -2.595
C 0.064 -3.491 -0.307
F -0.451 -4.699 -0.503
C 0.468 -3.113 0.963
F 0.357 -3.970 1.973
C 0.983 -1.845 1.163
F 1.388 -1.531 2.398
```

Record 2
A molecular structure, C35H19Br2Cl5HgI2N7O8. Source: the OMol25 dataset; level of theory: wB97M-V/def2-TZVPD.

Computed properties:
- Spin multiplicity: 2
- Charge: -2
- Lowest unoccupied orbital energy (spin up / spin down): 0.1268 / 0.1268 hartree
- E_HOMO (spin up / spin down): -0.62 / -2.12 eV

Geometry as XYZ:
```
79
C35H19Br2Cl5HgI2N7O8 wB97M-V/def2-TZVPD
Hg -0.537 0.024 -0.511
I 5.666 -0.290 3.576
C 3.723 -0.638 2.788
C 3.378 -1.935 2.556
C 2.065 -2.144 1.892
I 1.614 -4.460 1.932
C 0.643 -0.389 2.829
O -0.472 -0.144 3.311
C 1.572 0.616 2.408
C 1.003 1.978 2.072
N -0.375 2.006 1.561
C -0.691 3.373 1.178
C -2.151 3.642 0.917
C -2.540 4.885 0.411
C -3.881 5.145 0.218
C -4.808 4.154 0.522
C -4.333 2.948 1.000
N -3.038 2.698 1.206
C 2.970 0.515 2.477
H 3.970 -2.782 2.861
H 1.651 2.424 1.313
H 1.053 2.635 2.963
H -0.980 1.696 2.315
H -0.112 3.601 0.279
H -0.367 4.097 1.946
H -1.781 5.620 0.170
H -4.208 6.104 -0.169
H -5.870 4.318 0.394
H -5.017 2.134 1.226
H 3.533 1.428 2.308
Br -3.068 -4.661 4.048
C -2.629 -3.350 2.746
C -2.749 -2.016 3.058
C -2.395 -1.116 2.066
N -1.964 -1.473 0.866
C -1.863 -2.775 0.566
C -2.203 -3.750 1.499
C -1.396 -3.160 -0.793
C -1.103 -4.489 -1.103
C -0.667 -4.782 -2.373
Br -0.285 -6.583 -2.843
C -0.502 -3.788 -3.318
C -0.807 -2.501 -2.909
N -1.262 -2.197 -1.706
H -3.076 -1.684 4.031
H -2.466 -0.052 2.245
H -2.125 -4.800 1.268
H -1.155 -5.266 -0.356
H -0.145 -4.003 -4.314
H -0.682 -1.668 -3.595
Cl -4.086 -0.503 -1.315
C -3.304 0.803 -2.148
C -1.955 1.099 -1.929
C -1.476 2.203 -2.639
Cl 0.200 2.607 -2.497
C -2.272 2.999 -3.460
Cl -1.625 4.398 -4.242
C -3.606 2.666 -3.654
Cl -4.608 3.618 -4.689
C -4.123 1.552 -3.002
Cl -5.781 1.128 -3.254
O 6.661 -3.106 -0.189
N 6.597 -2.045 -0.797
O 7.572 -1.552 -1.362
C 5.333 -1.377 -0.884
C 4.205 -1.922 -0.235
C 3.007 -1.266 -0.222
C 2.820 -0.038 -0.993
O 1.715 0.512 -1.168
C 4.042 0.500 -1.569
C 5.250 -0.167 -1.533
N 4.054 1.811 -2.172
O 3.287 2.671 -1.773
O 4.881 2.032 -3.057
N 1.950 -1.709 0.596
O 0.991 -1.722 2.754
O 0.693 -1.751 0.103
H 4.319 -2.865 0.273
H 6.124 0.280 -1.978
```

Record 3
A molecular structure, C35H20BrF4NO6PSW. Source: the OMol25 dataset; level of theory: wB97M-V/def2-TZVPD.

Computed properties:
- Charge: +1
- Lowest unoccupied orbital energy: -0.2261 hartree
- E_HOMO: -11.79 eV

Geometry as XYZ:
```
70
C35H20BrF4NO6PSW wB97M-V/def2-TZVPD
W 0.534 1.340 0.673
F 2.966 -5.191 -2.561
C 2.180 -4.213 -2.162
C 0.853 -4.465 -1.852
F 0.368 -5.686 -1.977
C 0.034 -3.434 -1.417
F -1.240 -3.733 -1.178
C 0.511 -2.135 -1.270
P -0.501 -0.707 -0.691
C -1.216 -0.194 -2.287
C -2.146 -1.017 -2.924
C -2.649 -0.655 -4.163
C -2.216 0.509 -4.780
C -1.276 1.319 -4.161
C -0.779 0.970 -2.916
C -1.799 -1.452 0.319
C -3.152 -1.192 0.126
C -4.084 -1.771 0.974
C -3.668 -2.594 2.008
C -2.313 -2.833 2.216
C -1.378 -2.259 1.380
C 1.834 -1.905 -1.642
Br 2.494 -0.124 -1.658
C 2.666 -2.916 -2.073
F 3.925 -2.666 -2.408
H -2.479 -1.932 -2.452
H -3.381 -1.288 -4.645
H -2.606 0.779 -5.752
H -0.928 2.224 -4.640
H -0.042 1.600 -2.456
H -3.479 -0.538 -0.672
H -5.135 -1.567 0.824
H -4.401 -3.048 2.661
H -1.993 -3.466 3.033
H -0.318 -2.431 1.541
O -2.496 0.492 3.066
C -1.832 0.804 2.147
O -0.510 0.513 1.973
C -2.315 1.636 0.901
O -3.402 2.092 0.796
O -1.311 1.727 0.027
O 1.297 3.768 -2.269
C 1.145 3.726 -1.090
O 1.291 2.507 -0.442
C 0.830 4.858 -0.209
C 0.935 6.122 -0.802
C 0.640 7.267 -0.094
C 0.217 7.165 1.226
C 0.102 5.926 1.825
C 0.414 4.761 1.127
S 0.199 3.283 2.082
H 1.257 6.172 -1.833
H 0.732 8.235 -0.565
H -0.032 8.053 1.791
H -0.237 5.836 2.850
C 2.397 0.793 1.648
C 2.410 -0.695 1.955
C 1.650 -1.207 3.016
C 1.687 -2.549 3.341
C 2.481 -3.426 2.600
C 3.248 -2.934 1.548
C 3.216 -1.584 1.241
C 2.530 -4.812 2.956
N 2.564 -5.921 3.254
H 3.297 1.037 1.079
H 2.505 1.319 2.600
H 1.046 -0.542 3.618
H 1.119 -2.927 4.180
H 3.883 -3.607 0.986
H 3.859 -1.213 0.453
```

Record 4
A molecular structure, C35H20ClIN6O9SSeTi. Source: the OMol25 dataset; level of theory: wB97M-V/def2-TZVPD.

Computed properties:
- Spin multiplicity: 2
- Charge: -1
- Lowest unoccupied orbital energy (spin up / spin down): 0.0430 / 0.0613 hartree
- E_HOMO (spin up / spin down): -2.94 / -5.44 eV

Geometry as XYZ:
```
75
C35H20ClIN6O9SSeTi wB97M-V/def2-TZVPD
Ti -0.822 0.248 0.030
O -2.819 -4.995 2.315
C -2.525 -3.833 1.695
C -1.955 -3.799 0.421
C -1.669 -2.574 -0.130
N -1.914 -1.440 0.522
C -2.505 -1.460 1.715
C -2.833 -2.639 2.344
C -2.843 -0.045 2.184
O -3.520 0.117 3.185
O -2.389 0.829 1.368
C -1.131 -2.341 -1.542
O -0.987 -3.298 -2.288
O -0.942 -1.102 -1.779
H -2.539 -5.732 1.764
H -1.721 -4.696 -0.139
H -3.308 -2.632 3.314
Se -4.035 6.116 -4.004
N -4.383 4.363 -3.926
C -3.612 3.862 -2.993
C -3.613 2.469 -2.612
C -4.507 1.547 -3.123
C -4.464 0.239 -2.663
C -3.492 -0.114 -1.737
N -2.592 0.724 -1.252
C -2.660 2.030 -1.644
C -1.790 2.928 -1.004
N -0.919 2.408 -0.072
C -0.232 3.273 0.666
C -0.275 4.651 0.486
C -1.063 5.180 -0.522
C -1.846 4.327 -1.278
C -2.732 4.793 -2.320
N -2.801 6.042 -2.710
H -5.230 1.871 -3.861
H -5.158 -0.508 -3.021
H -3.459 -1.134 -1.381
H 0.384 2.891 1.455
H 0.311 5.285 1.135
H -1.104 6.243 -0.722
Cl 4.924 -1.291 -3.814
C 3.617 -1.262 -2.662
C 3.428 -2.341 -1.842
C 2.393 -2.314 -0.906
I 2.016 -3.962 0.325
C 1.526 -1.235 -0.765
O 0.620 -1.178 0.158
C 1.679 -0.159 -1.696
N 0.757 0.837 -1.621
C 0.908 1.879 -2.398
C 1.984 2.022 -3.288
C 2.902 1.018 -3.401
C 2.757 -0.142 -2.611
H 4.069 -3.206 -1.929
H 0.165 2.663 -2.341
H 2.072 2.928 -3.871
H 3.742 1.102 -4.077
C 4.780 -3.529 4.523
C 3.912 -2.480 3.881
C 4.319 -1.883 2.690
C 3.541 -0.912 2.084
C 2.342 -0.538 2.663
C 1.924 -1.108 3.854
C 2.707 -2.082 4.452
S 1.455 0.854 2.004
O 2.062 1.211 0.741
O 1.585 1.859 3.033
O 0.006 0.474 1.819
H 4.962 -4.346 3.822
H 4.316 -3.940 5.418
H 5.746 -3.102 4.799
H 5.247 -2.200 2.227
H 3.855 -0.422 1.171
H 0.991 -0.780 4.297
H 2.386 -2.531 5.385
```

What did we get for electronic energy? Answer: -158287.158 -286481.957 -153250.271 -183916.242 eV, in the order shown.
What did we get for max |F|? Answer: 0.31 1.29 1.84 1.90 eV Å⁻¹, in the order shown.